{"formula": "C41H46BrF4NO3PSScSi", "method": "ωB97M-V/def2-TZVPD", "symbols": ["Sc", "F", "C", "C", "F", "C", "F", "C", "P", "C", "C", "C", "C", "C", "C", "C", "C", "C", "C", "C", "C", "C", "Br", "C", "F", "H", "H", "H", "H", "H", "H", "H", "H", "H", "H", "C", "C", "O", "H", "H", "H", "C", "C", "C", "C", "C", "C", "N", "C", "C", "C", "C", "C", "C", "H", "H", "H", "H", "H", "H", "H", "H", "H", "H", "C", "C", "C", "S", "O", "C", "C", "C", "H", "H", "H", "H", "H", "H", "H", "H", "H", "H", "H", "H", "H", "H", "C", "Si", "C", "C", "O", "H", "H", "H", "H", "H", "H", "H", "H", "H"], "xyz": [[-0.387, -0.542, -0.364], [-0.352, -0.132, 6.883], [-0.410, 0.321, 5.625], [0.168, 1.537, 5.290], [0.781, 2.245, 6.249], [0.095, 1.982, 3.981], [0.672, 3.198, 3.753], [-0.499, 1.281, 2.956], [-1.405, 2.069, 0.240], [-3.008, 2.325, 1.035], [-4.097, 1.620, 0.531], [-5.343, 1.747, 1.128], [-5.506, 2.576, 2.227], [-4.420, 3.277, 2.734], [-3.172, 3.149, 2.145], [-0.324, 3.501, 0.539], [1.045, 3.308, 0.679], [1.900, 4.392, 0.789], [1.386, 5.682, 0.783], [0.021, 5.882, 0.644], [-0.832, 4.796, 0.506], [-1.059, 0.108, 3.358], [-1.869, -1.112, 2.048], [-1.043, -0.412, 4.641], [-1.589, -1.596, 4.963], [-3.981, 0.979, -0.335], [-6.186, 1.196, 0.731], [-6.479, 2.674, 2.692], [-4.541, 3.918, 3.598], [-2.319, 3.671, 2.559], [1.429, 2.297, 0.711], [2.966, 4.234, 0.895], [2.050, 6.531, 0.885], [-0.383, 6.886, 0.633], [-1.895, 4.957, 0.372], [-0.662, 2.964, -2.429], [-1.840, 2.605, -1.546], [-2.968, 2.650, -1.966], [-0.566, 4.052, -2.441], [-0.863, 2.617, -3.440], [0.280, 2.550, -2.070], [-4.350, -0.243, -3.934], [-4.059, -0.904, -2.753], [-2.747, -0.987, -2.306], [-1.704, -0.378, -3.011], [-2.009, 0.280, -4.207], [-3.314, 0.336, -4.660], [-0.437, -0.337, -2.412], [0.740, -0.508, -3.129], [1.941, -0.090, -2.536], [3.165, -0.331, -3.140], [3.231, -0.968, -4.370], [2.046, -1.356, -4.983], [0.819, -1.133, -4.382], [-5.369, -0.181, -4.291], [-4.849, -1.377, -2.183], [-2.526, -1.587, -1.423], [-1.218, 0.764, -4.765], [-3.532, 0.859, -5.583], [1.919, 0.455, -1.595], [4.073, 0.004, -2.652], [4.184, -1.148, -4.849], [2.075, -1.850, -5.947], [-0.087, -1.464, -4.871], [2.111, -4.597, 2.675], [1.530, -3.189, 2.685], [2.465, -2.205, 1.991], [1.815, -0.529, 2.181], [1.287, -0.123, 0.797], [3.296, 0.488, 2.353], [4.054, 0.790, 1.068], [4.731, -0.405, 0.410], [1.439, -5.294, 3.173], [3.071, -4.629, 3.193], [2.265, -4.956, 1.656], [1.359, -2.864, 3.715], [0.559, -3.165, 2.184], [2.533, -2.389, 0.918], [3.467, -2.227, 2.422], [3.909, -0.020, 3.102], [2.919, 1.408, 2.807], [4.802, 1.544, 1.328], [3.373, 1.268, 0.362], [5.333, -0.969, 1.125], [5.396, -0.069, -0.386], [4.006, -1.082, -0.042], [-0.506, -5.284, 0.090], [0.012, -3.887, -1.042], [-0.948, -4.024, -2.638], [1.840, -4.001, -1.452], [-0.276, -2.449, -0.300], [-0.116, -6.242, -0.261], [-1.595, -5.363, 0.126], [-0.154, -5.134, 1.112], [-0.695, -4.959, -3.146], [-0.710, -3.201, -3.313], [-2.027, -4.019, -2.468], [2.034, -4.820, -2.148], [2.465, -4.170, -0.571], [2.171, -3.075, -1.935]], "lowdin_charge": [0.721, 0.109, -0.149, -0.152, 0.105, -0.267, 0.042, -0.135, 1.074, -0.375, -0.104, -0.072, -0.083, -0.074, -0.089, -0.379, -0.107, -0.071, -0.076, -0.068, -0.086, -0.586, 0.860, -0.282, 0.058, 0.090, 0.105, 0.102, 0.104, 0.103, 0.068, 0.103, 0.104, 0.105, 0.117, -0.044, -0.544, 0.045, 0.094, 0.073, 0.062, -0.088, -0.080, -0.067, -0.312, -0.047, -0.069, -0.070, -0.297, -0.057, -0.094, -0.102, -0.081, -0.039, 0.101, 0.109, 0.087, 0.113, 0.107, 0.082, 0.095, 0.097, 0.104, 0.108, -0.099, -0.292, -0.320, 1.046, -0.614, -0.305, -0.271, -0.093, 0.080, 0.078, 0.063, 0.112, 0.075, 0.078, 0.100, 0.104, 0.089, 0.118, 0.085, 0.081, 0.075, 0.060, -0.150, 0.303, -0.146, -0.141, -0.454, 0.037, 0.035, 0.006, 0.038, 0.014, 0.034, 0.037, 0.011, 0.023], "multiplicity": 1, "energy_ha": -6633.785661, "relative_energy_kj_mol": 99.36, "gap_ha": 0.2831}



{"formula": "C21H24BrN6S4Ti", "method": "ωB97M-V/def2-TZVPD", "symbols": ["Ti", "C", "C", "S", "C", "C", "S", "C", "C", "S", "C", "C", "S", "H", "H", "H", "H", "H", "H", "H", "H", "H", "H", "H", "H", "H", "H", "H", "H", "N", "C", "N", "C", "N", "Br", "C", "C", "C", "C", "C", "N", "H", "H", "H", "H", "N", "C", "C", "C", "C", "C", "N", "C", "H", "H", "H", "H"], "xyz": [[0.201, -0.385, -0.386], [-1.570, 1.856, 2.552], [-0.862, 0.845, 3.441], [0.624, 0.041, 2.779], [1.902, 1.289, 3.034], [1.832, 2.500, 2.120], [1.737, 1.991, 0.378], [0.903, 3.431, -0.343], [0.426, 3.131, -1.756], [-0.688, 1.718, -1.991], [-2.297, 2.367, -1.465], [-2.478, 2.624, 0.024], [-2.047, 1.132, 0.957], [-0.961, 2.735, 2.350], [-2.475, 2.182, 3.067], [-1.531, 0.024, 3.696], [-0.595, 1.317, 4.388], [2.842, 0.754, 2.881], [1.890, 1.614, 4.075], [2.727, 3.108, 2.251], [0.969, 3.125, 2.339], [1.609, 4.262, -0.387], [0.086, 3.717, 0.316], [1.279, 2.918, -2.402], [-0.072, 4.006, -2.175], [-3.005, 1.609, -1.808], [-2.495, 3.269, -2.045], [-3.522, 2.883, 0.205], [-1.871, 3.456, 0.374], [-3.505, -1.202, 3.954], [-3.272, -1.820, 3.004], [-3.010, -2.542, 1.907], [-1.964, -2.109, 1.296], [-1.050, -1.753, 0.654], [2.860, -0.056, -2.121], [3.204, -1.258, -0.690], [4.451, -1.817, -0.511], [4.585, -2.725, 0.529], [3.483, -3.038, 1.316], [2.276, -2.429, 1.038], [2.136, -1.541, 0.040], [5.279, -1.554, -1.151], [5.543, -3.193, 0.715], [3.560, -3.750, 2.124], [1.375, -2.633, 1.602], [-5.024, -2.174, -3.662], [-3.887, -2.261, -3.529], [-2.466, -2.370, -3.360], [-1.696, -3.198, -4.170], [-0.330, -3.240, -3.957], [0.221, -2.448, -2.965], [-0.517, -1.652, -2.186], [-1.834, -1.628, -2.370], [-2.164, -3.794, -4.941], [0.304, -3.877, -4.557], [1.288, -2.447, -2.789], [-2.408, -1.007, -1.692]], "lowdin_charge": [0.469, -0.469, -0.490, 0.852, -0.514, -0.482, 0.815, -0.483, -0.495, 0.833, -0.492, -0.488, 0.885, 0.051, 0.099, 0.029, 0.096, 0.077, 0.091, 0.091, 0.064, 0.097, 0.057, 0.071, 0.095, 0.078, 0.093, 0.095, 0.065, 0.118, -0.388, 0.092, -0.375, -0.003, 0.843, -0.704, -0.073, -0.025, -0.020, -0.119, -0.067, 0.116, 0.124, 0.121, 0.098, 0.190, -0.162, -0.181, 0.020, -0.016, -0.110, -0.035, -0.092, 0.135, 0.120, 0.085, 0.114], "multiplicity": 3, "total_charge": 1, "energy_ha": -6159.232807, "relative_energy_kj_mol": 54.51, "s2": 2.004, "gap_ha": [0.2621, 0.2938]}